[1]
Computed, not measured: a cluster of 6 separate species, H12O6 in total, with the ωB97M-V functional and the def2-TZVPD basis.

The LUMO energy comes out at 0.5925 eV. The calculation puts the energy above the lowest of the compared OMol25 structures with the same formula, charge and spin at 0.805 eV. The SMILES is O.O.O.O.O.O.

Structure (XYZ):
```
18
H12O6, DFT the ωB97M-V functional and the def2-TZVPD basis
O 2.9031 -0.6686 1.2900
H 3.6975 -0.1029 1.2694
H 2.4508 -0.6136 0.4174
O 1.3132 -1.1768 -0.8871
H 0.4319 -0.8953 -1.2672
H 1.8003 -1.5751 -1.6568
O -0.8379 -0.7758 -2.5141
H -1.6291 -0.4178 -2.0138
H -1.1933 -1.6693 -2.7375
O 0.3156 0.0962 1.7944
H 0.1908 -0.8016 1.4866
H 1.2693 -0.0594 1.9253
O -2.4508 0.8346 -0.8828
H -2.7531 1.7251 -1.1227
H -1.8525 1.0614 -0.1410
O -1.3826 2.0529 1.4685
H -0.5485 1.4739 1.3717
H -1.7244 1.5119 2.1997
```


[2]
Computed, not measured: a cluster of 6 separate species, H12O6 in total, with the ωB97M-V functional and the def2-TZVPD basis.

The LUMO energy comes out at -0.1398 eV. The calculation puts the energy above the lowest of the compared OMol25 structures with the same formula, charge and spin at 1.369 eV. The SMILES is O.O.O.O.O.O.

Structure (XYZ):
```
18
H12O6, DFT the ωB97M-V functional and the def2-TZVPD basis
O 4.0762 -17.6135 -0.0444
H 3.1709 -17.4176 -0.3063
H 4.1907 -17.1651 0.8020
O 3.2895 -14.5237 -2.3323
H 2.7528 -15.3239 -2.3208
H 3.5429 -14.4049 -3.2677
O 3.6772 -14.2965 -5.2005
H 3.8866 -15.0989 -5.6949
H 2.7489 -14.1121 -5.4073
O 4.0713 -11.4487 -4.6016
H 3.9832 -11.0951 -3.7084
H 3.8932 -12.3966 -4.5176
O 6.0972 -15.1381 -0.1466
H 5.1995 -14.8218 -0.3098
H 6.6326 -14.6902 -0.8096
O 2.0817 -12.8185 -0.3306
H 1.1266 -12.8807 -0.4334
H 2.4520 -13.3083 -1.0870
```


[3]
Computed, not measured: a cluster of 6 separate species, H12O6 in total, with the ωB97M-V functional and the def2-TZVPD basis.

The LUMO energy comes out at 0.0488 eV. The calculation puts the energy above the lowest of the compared OMol25 structures with the same formula, charge and spin at 2.381 eV. The SMILES is O.O.O.O.O.O.

Structure (XYZ):
```
18
H12O6, DFT the ωB97M-V functional and the def2-TZVPD basis
O 0.8881 -0.4396 -0.1174
H 0.3056 0.3047 -0.2058
H 1.3513 -0.4818 0.7847
O 5.3590 -2.0744 1.6315
H 4.6678 -1.5583 1.0918
H 4.7982 -2.8586 1.8060
O -2.0204 -0.0717 -1.3412
H -1.9856 -0.0729 -2.3628
H -2.0102 -0.9562 -1.0296
O -0.3292 -2.8790 -1.8020
H -0.7602 -3.4849 -2.4493
H 0.0148 -3.4216 -1.0793
O -1.6434 1.0191 1.8188
H -1.1054 1.1859 1.0188
H -0.8594 0.5665 2.2700
O -2.2912 4.5724 -0.2244
H -2.6400 5.3869 0.1521
H -1.4795 4.3764 0.2816
```


[4]
Computed, not measured: a cluster of 6 separate species, H12O6 in total, with the ωB97M-V functional and the def2-TZVPD basis.

The LUMO energy comes out at 0.4845 eV. The calculation puts the energy above the lowest of the compared OMol25 structures with the same formula, charge and spin at 2.014 eV. The SMILES is O.O.O.O.O.O.

Structure (XYZ):
```
18
H12O6, DFT the ωB97M-V functional and the def2-TZVPD basis
O -0.8861 -7.7325 -0.4615
H -0.2671 -7.4751 0.2198
H -1.0808 -6.8759 -0.8629
O -0.9202 -4.2565 -2.1116
H -1.7837 -4.6114 -2.3067
H -0.9442 -3.3640 -1.7317
O -10.7692 13.5485 13.4144
H -11.5892 13.8066 13.8717
H -10.9802 13.9562 12.5734
O 11.1499 1.9546 -2.2943
H 11.8794 1.5284 -2.7615
H 10.3537 1.7299 -2.7323
O 5.4716 0.0211 -4.9734
H 6.3948 0.1026 -4.7563
H 5.0319 -0.1424 -4.1154
O -3.4813 -3.8376 -3.3461
H -3.6572 -3.6686 -4.2960
H -3.9221 -4.6841 -3.3295
```


[5]
Computed, not measured: a cluster of 6 separate species, H12O6 in total, with the ωB97M-V functional and the def2-TZVPD basis.

The LUMO energy comes out at 0.1031 eV. The calculation puts the energy above the lowest of the compared OMol25 structures with the same formula, charge and spin at 1.326 eV. The SMILES is O.O.O.O.O.O.

Structure (XYZ):
```
18
H12O6, DFT the ωB97M-V functional and the def2-TZVPD basis
O 1.4277 0.6616 2.9022
H 0.9206 0.3169 3.6455
H 1.2903 0.0280 2.1876
O -2.2158 0.2390 -0.5772
H -1.5513 -0.0129 0.0775
H -1.7227 0.1699 -1.4100
O 0.5680 -0.5722 -0.1604
H 0.9539 -0.5942 -1.0467
H 0.9848 -1.3093 0.3122
O -0.6344 0.0877 -3.1366
H -1.1521 -0.3413 -3.8299
H -0.5578 1.0103 -3.4166
O 0.2718 -2.4053 2.2322
H -0.4611 -1.8073 2.4327
H -0.1264 -3.0923 1.6820
O 0.5203 2.8308 -0.4157
H 1.4188 2.7539 -0.7546
H 0.0652 2.0366 -0.7240
```


[6]
Computed, not measured: a structure of composition H12O6, with the ωB97M-V functional and the def2-TZVPD basis.

The LUMO energy comes out at -0.1671 eV. The calculation puts the energy above the lowest of the compared OMol25 structures with the same formula, charge and spin at 10.348 eV.

Structure (XYZ):
```
18
H12O6, DFT the ωB97M-V functional and the def2-TZVPD basis
O 0.5969 -0.1526 -1.9504
H 1.4838 -0.4757 -1.7918
H 0.5436 -0.0544 -2.9010
O -0.6682 -0.5875 1.8305
H -0.3900 -0.2219 0.9907
H -1.4113 -1.1503 1.6128
O 1.5034 -0.8300 0.8457
H 1.2883 -1.6940 0.4945
H 0.7102 -0.3116 0.7102
O -0.1544 -0.0712 0.0489
H -0.1226 -0.3209 -0.8747
H -0.7857 0.6476 0.0815
O -2.4831 0.5420 0.4500
H -2.7650 0.9416 1.2729
H -3.1331 0.8292 -0.1913
O 1.8371 1.3017 -0.0250
H 2.7107 0.9606 -0.2164
H 1.2394 0.6476 -0.3871
```


[7]
Computed, not measured: a cluster of 6 separate species, H12O6 in total, with the ωB97M-V functional and the def2-TZVPD basis.

The LUMO energy (spin up / spin down) comes out at -2.9629 / -11.7200 eV. As for the expectation value of S²: 0.756. The calculation puts the energy above the lowest of the compared OMol25 structures with the same formula, charge and spin at 2.410 eV. As for the multiplicity: 2. Its charge is +1.

Structure (XYZ):
```
18
H12O6, DFT the ωB97M-V functional and the def2-TZVPD basis
O 0.2853 -3.6633 0.4746
H 0.7784 -3.1680 -0.1966
H -0.0937 -4.5234 0.3013
O -2.6993 4.6268 -3.0962
H -2.2327 5.4714 -2.9892
H -3.2995 4.8571 -3.8100
O -2.0915 -2.2119 2.2242
H -2.2526 -3.1347 2.5178
H -1.4955 -2.3063 1.4509
O 0.2380 3.6014 -1.6934
H -0.2659 2.9089 -1.2228
H -0.5577 4.1099 -1.9399
O 3.8406 0.2115 4.7703
H 3.8735 -0.1280 3.8674
H 4.3488 -0.4636 5.2574
O 0.4211 -2.5208 -2.4279
H 0.2147 -1.5783 -2.5732
H 1.1326 -2.7105 -3.0359
```


[8]
Computed, not measured: a structure of composition H12O6Zn, with the ωB97M-V functional and the def2-TZVPD basis.

The LUMO energy comes out at -7.1107 eV. The calculation puts the energy above the lowest of the compared OMol25 structures with the same formula, charge and spin at 0.142 eV. Its charge is +2.

Structure (XYZ):
```
19
H12O6Zn, DFT the ωB97M-V functional and the def2-TZVPD basis
Zn 0.0064 0.0018 -0.0266
O -0.8259 -1.7584 0.7998
H -1.7282 -1.9036 1.1250
H -0.4655 -2.6479 0.6472
O 1.7528 -1.0134 -0.5015
H 2.4009 -1.4169 0.0986
H 2.1501 -1.0700 -1.3864
O 0.8521 0.2472 1.8977
H 1.0385 -0.3015 2.6767
H 0.9370 1.1653 2.2058
O -0.8152 -0.2836 -1.9373
H -1.1398 -0.9036 -2.6119
H -0.9636 0.5985 -2.3154
O 0.8412 1.7373 -0.6777
H 0.3857 2.5890 -0.7955
H 1.7165 1.8518 -1.0856
O -1.6972 0.9437 0.4763
H -2.5524 0.9723 0.0141
H -1.8934 1.1920 1.3967
```